Record 1
{"formula": "C4H7NO2", "method": "wB97M-V/def2-TZVPD", "symbols": ["C", "C", "C", "O", "C", "O", "N", "H", "H", "H", "H", "H", "H", "H"], "xyz": [[0.1406, 0.6438, 1.5220], [0.3764, -0.0562, 0.1867], [0.4729, -1.5645, 0.3794], [0.9989, -2.0662, 1.3414], [-0.7573, 0.2616, -0.7765], [-1.9255, 0.2078, -0.4343], [-0.3767, 0.5731, -2.0448], [-0.8481, 0.3592, 1.8927], [0.8984, 0.3534, 2.2551], [0.1539, 1.7283, 1.3797], [1.3347, 0.2606, -0.2527], [0.0348, -2.1911, -0.4260], [0.5889, 0.6730, -2.3104], [-1.0919, 0.8171, -2.7122]], "atomic_forces_ev_per_a": [[-0.03, 0.08, 0.09], [0.01, 0.07, 0.09], [0.18, -0.23, 0.32], [-0.26, 0.19, -0.48], [-0.24, -0.01, -0.01], [0.42, -0.02, -0.16], [-0.04, 0.04, -0.10], [0.17, 0.08, 0.00], [-0.13, 0.06, -0.18], [0.03, -0.13, 0.10], [-0.11, -0.08, 0.09], [0.08, 0.03, 0.09], [-0.16, -0.01, 0.09], [0.06, -0.05, 0.07]], "nbo_charge": [-0.60, -0.43, 0.46, -0.50, 0.67, -0.61, -0.82, 0.24, 0.23, 0.21, 0.22, 0.12, 0.40, 0.41], "homo_lumo_gap_ev": 10.7, "relative_energy_kj_mol": 47.8, "e_homo_ev": -10.03, "fmax_ev_per_a": 0.58, "smiles": "C[C@@H](C=O)C(N)=O"}



Record 2
{"formula": "C4H7NO2", "method": "wB97M-V/def2-TZVPD", "symbols": ["C", "C", "C", "C", "N", "O", "O", "H", "H", "H", "H", "H", "H", "H"], "xyz": [[0.0713, -1.3384, 0.8622], [1.1244, 0.0157, -0.4887], [-0.1823, 0.2008, 0.3479], [-1.3276, 0.5652, -0.5828], [1.1589, -1.4071, 0.0338], [-0.4415, -2.2190, 1.4635], [-0.1369, 1.1623, 1.3619], [0.9833, 0.2887, -1.6361], [1.9003, 0.8558, -0.1750], [-1.2234, 1.5853, -0.8639], [-2.2716, 0.5746, 0.0863], [-1.4326, -0.0882, -1.4247], [1.6646, -2.2549, -0.0071], [0.1132, 2.0593, 1.0227]], "atomic_forces_ev_per_a": [[0.19, 1.90, -2.44], [0.70, 1.65, -0.46], [0.30, 0.16, -0.78], [-2.08, -1.00, 2.75], [-0.53, 2.20, 0.04], [-0.74, -0.28, 1.15], [0.66, 0.88, 0.54], [0.19, -1.55, 2.16], [-0.89, -2.38, -0.08], [0.38, 0.87, -0.58], [1.18, -0.29, -1.32], [-0.17, -0.31, -0.44], [1.20, -0.50, -0.72], [-0.39, -1.33, 0.18]], "nbo_charge": [0.68, -0.23, 0.17, -0.63, -0.63, -0.56, -0.71, 0.20, 0.20, 0.21, 0.23, 0.22, 0.41, 0.47], "homo_lumo_gap_ev": 10.5, "relative_energy_kj_mol": 219.3, "e_homo_ev": -9.84, "fmax_ev_per_a": 3.59, "smiles": "C[C@]1(O)CNC1=O"}



Record 3
{"formula": "C4H7NO2", "method": "wB97M-V/def2-TZVPD", "symbols": ["C", "C", "C", "N", "C", "O", "O", "H", "H", "H", "H", "H", "H", "H"], "xyz": [[-0.6596, 0.5558, -1.2474], [1.1035, 0.1061, 0.4776], [-0.3052, -0.0908, 0.0761], [-1.4485, -0.3726, 0.8452], [1.0240, -1.2964, 0.2833], [2.0410, 1.0272, 0.2213], [1.3538, -2.2855, -0.3592], [1.6627, 1.9144, 0.3258], [-1.2664, -0.8661, 1.7102], [-2.1005, 0.3992, 0.9351], [0.8814, -1.2342, 1.4925], [-1.3608, -0.0843, -1.7865], [0.2159, 0.7003, -1.8819], [-1.1413, 1.5269, -1.0921]], "atomic_forces_ev_per_a": [[0.17, 0.04, 0.02], [1.35, -0.18, -0.98], [-0.38, 0.39, 0.64], [0.22, -0.20, 0.02], [-0.14, 0.44, 1.10], [-0.74, 0.01, -0.47], [0.55, 0.30, 0.01], [0.07, -0.03, 0.02], [-0.11, 0.20, -0.14], [0.12, -0.10, 0.05], [-1.15, -0.86, -0.49], [0.05, 0.00, 0.16], [0.00, 0.02, 0.08], [-0.01, -0.03, -0.02]], "nbo_charge": [-0.66, 0.29, 0.11, -0.81, 0.24, -0.62, -0.63, 0.49, 0.39, 0.37, 0.14, 0.25, 0.23, 0.21], "homo_lumo_gap_ev": 7.9, "relative_energy_kj_mol": 527.5, "e_homo_ev": -7.85, "fmax_ev_per_a": 1.68}



Record 4
{"formula": "C4H7NO2", "method": "wB97M-V/def2-TZVPD", "symbols": ["C", "C", "C", "O", "C", "O", "N", "H", "H", "H", "H", "H", "H", "H"], "xyz": [[1.7388, -0.8966, 0.3422], [-0.2321, -0.1904, -0.6898], [-1.4398, -0.9781, -0.6752], [-1.7073, -1.8796, -1.4582], [0.0026, 0.9050, 0.2193], [1.1292, 0.9787, 0.7813], [-0.9318, 1.8204, 0.5387], [1.2644, -1.3821, 1.1872], [1.7286, -1.4638, -0.5790], [2.7028, -0.4512, 0.5711], [0.3263, -0.1676, -1.6245], [-2.1339, -0.7663, 0.1742], [-1.7497, 1.9668, -0.0301], [-0.6982, 2.5047, 1.2429]], "atomic_forces_ev_per_a": [[0.17, -0.12, 0.09], [-0.18, 0.05, -0.06], [0.10, 0.03, 0.02], [0.11, 0.25, 0.17], [-0.10, -0.01, 0.09], [-0.11, -0.19, -0.25], [0.06, 0.03, -0.03], [-0.02, 0.09, -0.21], [0.01, 0.01, 0.17], [-0.24, 0.04, -0.10], [0.01, 0.04, 0.24], [0.10, -0.02, -0.11], [0.16, -0.12, 0.08], [-0.09, -0.08, -0.11]], "nbo_charge": [-0.24, -0.58, 0.35, -0.59, 0.66, -0.59, -0.78, 0.20, 0.20, 0.20, 0.25, 0.09, 0.41, 0.41], "homo_lumo_gap_ev": [7.6, 7.6], "relative_energy_kj_mol": 417.8, "e_homo_ev": [-8.06, -8.06], "fmax_ev_per_a": 0.33}



Record 5
{"formula": "C4H7NO2", "method": "wB97M-V/def2-TZVPD", "symbols": ["C", "C", "N", "O", "C", "C", "O", "H", "H", "H", "H", "H", "H", "H"], "xyz": [[-1.0923, -1.3512, 0.0466], [-0.0326, -0.2521, -0.0812], [-0.3762, 0.9061, 0.6461], [-0.9444, 2.0920, 0.1712], [1.0044, -0.5039, -1.1403], [1.0102, 0.7578, 0.6906], [1.6557, -1.5224, -1.0349], [-1.9083, -0.9943, -0.6108], [-0.7851, -2.3285, -0.3268], [-1.5280, -1.4317, 1.0436], [-1.2703, 2.4311, 1.0179], [1.2155, 0.2403, -1.9210], [1.5510, 1.4220, -0.0127], [1.5555, 0.5542, 1.6036]], "atomic_forces_ev_per_a": [[0.23, -0.12, 0.18], [-0.10, -0.12, -0.11], [0.09, -0.24, 0.32], [0.06, 0.70, -0.29], [-0.01, -0.18, -0.29], [-0.02, 0.02, 0.57], [-0.43, 0.30, -0.58], [0.33, -0.07, 0.21], [0.16, 0.13, 0.17], [0.29, -0.03, -0.01], [-0.22, 0.25, -0.47], [0.02, 0.14, -0.09], [-0.10, -0.59, 0.17], [-0.29, -0.19, 0.22]], "nbo_charge": [-0.61, 0.00, -0.17, -0.57, 0.38, -0.18, -0.55, 0.22, 0.23, 0.23, 0.47, 0.13, 0.20, 0.21], "homo_lumo_gap_ev": 10.1, "relative_energy_kj_mol": 539.0, "e_homo_ev": -9.24, "fmax_ev_per_a": 0.78, "smiles": "C[C@]1(C=O)CN1O"}



Record 6
{"formula": "C4H7NO2", "method": "wB97M-V/def2-TZVPD", "symbols": ["C", "C", "N", "O", "C", "C", "O", "H", "H", "H", "H", "H", "H", "H"], "xyz": [[-0.9480, -0.4663, -0.9692], [0.0464, 1.0440, 0.9417], [-0.8484, 1.7869, 1.4160], [0.4463, -0.1035, 1.5514], [1.0439, -0.9262, 0.5419], [0.5448, -0.2283, -0.7184], [0.6626, 1.1392, -0.2838], [-1.4977, -0.7231, -0.0543], [-1.3829, 0.4669, -1.3458], [-1.0926, -1.2566, -1.6998], [-1.1046, 2.4970, 0.7346], [2.1345, -0.9088, 0.6522], [0.6682, -1.9466, 0.6426], [1.1545, -0.4020, -1.6087]], "atomic_forces_ev_per_a": [[-0.03, -0.16, -0.18], [-0.23, 0.29, 0.18], [0.39, -0.09, -0.08], [-0.04, 0.16, 0.10], [0.03, -0.16, -0.14], [-0.11, -0.27, -0.10], [-0.29, 0.12, 0.26], [0.25, 0.01, -0.19], [0.08, -0.29, -0.13], [-0.10, -0.10, -0.06], [0.25, 0.11, 0.16], [-0.19, 0.02, -0.12], [0.03, 0.12, 0.08], [-0.04, 0.24, 0.22]], "nbo_charge": [-0.66, 0.77, -0.70, -0.49, -0.09, 0.05, -0.51, 0.23, 0.23, 0.22, 0.36, 0.19, 0.20, 0.21], "homo_lumo_gap_ev": 11.0, "relative_energy_kj_mol": 135.3, "e_homo_ev": -10.11, "fmax_ev_per_a": 0.41, "smiles": "[H]/N=C1/OC[C@@H](C)O1"}



Record 7
{"formula": "C4H7NO2", "method": "wB97M-V/def2-TZVPD", "symbols": ["C", "C", "C", "O", "C", "O", "N", "H", "H", "H", "H", "H", "H", "H"], "xyz": [[0.1429, 1.1632, 1.4473], [0.7063, -0.2260, 1.3122], [0.1659, -1.2170, 0.3934], [-0.2420, -1.2458, 1.7135], [-0.0256, -0.7190, -1.7409], [-0.7426, -0.7744, -0.5933], [-0.6619, 0.0388, -2.6209], [-0.8732, 1.2005, 1.0463], [0.0969, 1.4020, 2.5150], [0.7545, 1.9234, 0.9511], [1.7351, -0.3713, 1.6445], [0.7352, -2.0742, 0.0433], [-0.1852, 0.2000, -3.4927], [-1.5235, 0.5484, -2.4478]], "atomic_forces_ev_per_a": [[-0.01, 0.01, -0.01], [0.15, 0.16, 0.11], [0.36, -0.08, 0.05], [-0.25, -0.14, 0.02], [-0.39, 0.35, -0.19], [0.23, 0.02, -0.28], [0.15, -0.11, 0.00], [0.18, 0.00, 0.03], [0.00, 0.06, -0.15], [0.00, -0.18, 0.02], [-0.23, -0.07, 0.21], [-0.02, 0.15, 0.05], [-0.20, -0.05, 0.03], [0.03, -0.13, 0.11]], "nbo_charge": [-0.64, 0.03, 0.34, -0.48, 0.27, -0.54, -0.80, 0.23, 0.22, 0.22, 0.18, 0.19, 0.40, 0.38], "homo_lumo_gap_ev": 10.0, "relative_energy_kj_mol": 330.1, "e_homo_ev": -8.99, "fmax_ev_per_a": 0.55}



Record 8
{"formula": "C4H7NO2", "method": "wB97M-V/def2-TZVPD", "symbols": ["C", "C", "N", "O", "C", "C", "O", "H", "H", "H", "H", "H", "H", "H"], "xyz": [[-1.3436, -1.1304, -0.2125], [-0.3800, 0.0140, -0.0878], [-0.6254, 1.1132, 0.5139], [-1.9036, 1.1410, 1.0437], [0.9844, -0.0755, -0.6909], [2.1294, 0.4748, 0.0247], [1.9100, -0.9308, -0.0304], [-2.2637, -0.8075, -0.7111], [-0.8995, -1.9603, -0.7679], [-1.6313, -1.4878, 0.7820], [-1.9380, 2.0175, 1.4483], [1.0175, -0.1454, -1.7806], [2.9923, 0.8441, -0.5269], [1.9515, 0.9330, 0.9954]], "atomic_forces_ev_per_a": [[-0.04, -0.02, 0.02], [-0.02, 0.26, 0.14], [0.30, -0.41, -0.33], [-0.25, 0.18, 0.17], [-0.14, 0.14, -0.13], [0.12, 0.30, 0.04], [0.03, -0.24, 0.08], [0.13, -0.03, 0.06], [-0.04, 0.16, 0.08], [0.05, 0.07, -0.14], [-0.08, -0.20, -0.05], [-0.01, 0.00, 0.17], [-0.11, -0.13, 0.04], [0.05, -0.07, -0.17]], "nbo_charge": [-0.68, 0.19, -0.13, -0.57, 0.01, -0.10, -0.48, 0.24, 0.23, 0.24, 0.48, 0.19, 0.18, 0.20], "homo_lumo_gap_ev": 10.8, "relative_energy_kj_mol": 343.5, "e_homo_ev": -9.87, "fmax_ev_per_a": 0.61, "smiles": "C/C(=N\\O)[C@H]1CO1"}



Record 9
{"formula": "C4H7NO2", "method": "wB97M-V/def2-TZVPD", "symbols": ["C", "N", "C", "C", "C", "O", "O", "H", "H", "H", "H", "H", "H", "H"], "xyz": [[-0.4230, 1.2256, -1.2726], [-0.0972, 0.0170, -0.5101], [-0.6807, -0.4633, 1.1089], [1.2417, -0.8393, 0.3073], [1.5414, 0.3662, 0.6989], [-1.2456, -1.6573, 0.8932], [-1.1409, 0.3010, 1.9171], [-1.6927, -1.8922, 1.7254], [-0.5756, -0.7703, -0.9585], [1.9812, -1.5018, -0.1428], [2.5929, 0.6470, 0.7148], [-1.4874, 1.4586, -1.2200], [-0.1659, 1.0181, -2.3124], [0.1519, 2.0907, -0.9492]], "atomic_forces_ev_per_a": [[1.18, 0.30, 0.03], [-3.32, -5.90, 1.85], [-2.42, 2.68, -2.00], [-0.82, 1.69, -1.02], [3.34, 4.06, 2.16], [0.54, -1.10, -0.03], [2.07, -0.70, -0.79], [0.03, 0.12, -0.32], [-0.41, 0.26, -0.40], [-1.10, -0.56, -1.12], [0.81, -0.49, 1.09], [0.06, -0.23, 0.30], [-0.02, 0.01, -0.06], [0.03, -0.16, 0.29]], "nbo_charge": [-0.41, -0.52, 0.94, -0.24, -0.39, -0.71, -0.57, 0.51, 0.37, 0.22, 0.14, 0.22, 0.21, 0.24], "homo_lumo_gap_ev": [7.1, 7.1], "relative_energy_kj_mol": 918.7, "e_homo_ev": [-6.88, -6.88], "fmax_ev_per_a": 7.02}



Record 10
{"formula": "C4H7NO2", "method": "wB97M-V/def2-TZVPD", "symbols": ["C", "C", "C", "C", "H", "H", "H", "H", "H", "H", "H", "N", "O", "O"], "xyz": [[-1.2477, 1.5070, 0.8814], [0.0629, 0.3225, -0.3837], [0.8159, -0.9365, 0.3069], [0.7918, -1.8580, -0.8702], [-0.2331, 2.1805, 0.3054], [-0.8270, 1.3461, 1.8439], [-2.3325, 2.2953, 0.7243], [0.5671, 1.2866, -0.1737], [2.0228, -0.9174, 0.3485], [0.4426, -1.1816, 1.2911], [1.0082, -3.0136, -0.7063], [0.2994, -1.2779, -1.8418], [-1.2574, 0.3212, -0.0823], [-0.1131, -0.0743, -1.6435]], "atomic_forces_ev_per_a": [[-1.33, 3.97, -4.66], [1.79, -3.44, 1.97], [3.35, 1.31, -0.87], [-0.64, -3.00, 3.70], [-4.08, -0.51, 2.44], [-0.46, -0.57, 1.04], [3.43, -3.06, 0.95], [0.33, -1.07, -1.19], [-2.45, 1.07, 0.66], [-0.27, -0.37, -0.04], [-0.30, 2.75, -1.24], [0.29, -4.08, -4.53], [-1.30, 4.75, 5.59], [1.64, 2.25, -3.83]], "nbo_charge": [-0.29, 0.36, -0.53, -0.01, 0.15, 0.18, 0.23, 0.16, 0.22, 0.24, 0.22, -0.10, -0.51, -0.32], "homo_lumo_gap_ev": 10.2, "relative_energy_kj_mol": 735.1, "e_homo_ev": -9.37, "fmax_ev_per_a": 7.45}